54
Properties=species:S:1:pos:R:3 method="wB97M-V/def2-TZVPD" gap_ev="6.9230 / 6.5523" s2=2.011 energy_ev=-111938.725 e_homo_ev="-7.760 / -8.979" largest_force_ha_per_bohr=0.011 multiplicity=3
Au -0.015 0.990 2.753
H 3.765 2.255 0.836
H 1.750 5.337 3.050
N -0.138 -0.093 0.829
C -0.515 0.147 -1.502
N -0.669 -1.059 -4.099
Cl -4.580 -2.496 6.042
H -0.299 -5.372 -5.133
H 4.217 3.957 0.856
I 3.395 -0.568 2.383
H -0.679 -4.963 -7.538
H -0.729 0.784 -2.346
C -0.680 -4.131 -6.848
H -1.084 -0.738 -6.878
C -0.054 -2.003 -0.568
Cl -5.201 0.310 4.852
H -0.519 1.733 -0.029
H 0.500 5.739 1.883
H -1.065 -2.700 -8.403
H 3.877 3.122 2.363
Cl -1.746 -3.730 5.699
H 1.955 4.724 -1.116
C -0.331 -1.222 -1.685
C -2.090 -2.174 5.047
Cl -2.992 1.871 3.320
H 2.551 1.648 3.635
C -0.483 -3.261 -4.669
C -1.346 -0.194 3.814
C -1.113 -1.452 4.363
H 0.335 4.089 -0.868
C -0.914 -1.739 -6.507
C -0.440 -1.781 -3.036
C -0.410 0.676 -0.232
C -0.702 -1.961 -5.146
H 1.670 2.995 -1.250
H 1.997 0.136 4.549
C 1.527 5.386 1.983
H 0.247 -1.969 1.565
C 2.227 0.618 3.609
C 3.568 3.211 1.320
Si 1.766 3.721 1.150
H 2.181 6.144 1.545
C 1.393 3.889 -0.688
O 0.741 2.644 1.800
H 0.100 -3.070 -0.631
C 0.032 -1.402 0.672
N -0.316 -3.118 -3.308
C -3.359 -1.626 5.202
C -0.901 -2.834 -7.343
C -2.629 0.313 3.989
Cl 0.455 -2.187 4.202
H -0.152 -3.854 -2.648
C -3.633 -0.371 4.668
C -0.467 -4.371 -5.507


55
Properties=species:S:1:pos:R:3 method="wB97M-V/def2-TZVPD" gap_ev=2.6730 energy_ev=-63534.261 e_homo_ev=-13.654 largest_force_ha_per_bohr=0.238 charge=+2 multiplicity=1
H -4.079 -2.039 0.113
O -5.256 -1.079 -3.130
Be -0.552 -2.063 -0.497
C 2.967 -1.584 -1.769
C -3.552 -1.849 -0.937
C -2.539 1.943 3.511
H -3.730 1.983 3.527
O 4.492 1.266 2.647
H -3.668 1.477 -1.413
H 6.079 2.452 0.950
C 3.579 1.104 -0.772
C 0.581 1.972 -1.226
H -0.585 -3.939 -3.870
O 5.527 3.305 1.023
C 0.207 -2.147 -2.579
C -1.850 -3.827 -1.859
C -1.749 1.028 4.627
P 4.017 2.724 1.749
C 2.539 -0.044 -1.404
O 4.372 -2.037 -1.565
S -4.594 -0.563 -1.821
H -3.923 -3.298 -2.794
H -2.341 3.407 1.589
O -5.781 -0.120 -0.884
C 1.493 2.559 0.048
H -1.938 -4.994 -2.091
H -0.175 4.059 0.423
H -1.221 -3.702 -0.868
H -1.307 -0.202 -2.376
C 0.719 3.588 1.060
N 4.636 -2.504 1.199
O -0.339 2.699 -1.874
C -0.217 -0.603 -2.231
H 3.776 0.569 2.574
C 4.529 -2.311 -0.099
O -3.748 0.871 -2.229
C 0.946 0.397 -1.653
H -1.762 -2.448 -3.710
H -2.360 0.408 5.441
H 2.063 -3.697 -2.586
O 4.883 1.181 -1.153
H 0.475 0.292 5.341
C -0.999 -3.147 -3.115
C 1.773 -2.587 -2.344
O 3.402 3.704 2.810
H 1.349 4.502 1.428
C -0.105 0.947 4.557
C 2.901 2.175 0.322
H -2.463 -1.455 -0.673
C -0.022 2.738 2.268
H -3.975 -4.085 -1.075
H 1.885 1.662 3.382
C -3.393 -3.275 -1.732
C -1.691 2.790 2.360
C 0.723 1.796 3.380


54
Properties=species:S:1:pos:R:3 method="wB97M-V/def2-TZVPD" gap_ev="4.2852 / 4.1134" s2=0.839 energy_ev=-128313.541 e_homo_ev="-16.418 / -16.418" largest_force_ha_per_bohr=0.031 charge=+3 multiplicity=2
Br 6.036 2.785 -0.420
H 3.411 2.757 0.898
H -1.600 -5.066 -3.619
H -0.090 1.664 -2.347
H 1.953 -1.961 -2.445
C 2.248 0.166 -0.956
C -0.136 -2.485 -2.026
H -0.191 2.484 -0.780
C 3.398 1.968 0.160
H -2.950 1.363 -2.798
N -1.694 1.002 -1.140
H 1.414 1.383 0.610
C 0.556 1.665 4.755
C 0.697 -0.169 2.738
H -1.463 2.961 1.041
C -2.655 1.537 -0.126
Re -0.676 -0.428 0.010
C 3.363 -0.037 -1.773
H 1.931 0.402 5.807
C -2.327 -2.733 -1.286
N -1.158 -2.073 -1.229
C -2.446 0.514 -2.335
F 0.708 -1.075 1.689
F 2.171 -1.478 3.985
C 1.429 -0.396 3.871
N 1.061 -0.665 -1.100
H -1.359 2.879 -2.063
H -3.188 -0.220 -2.030
H 0.578 -3.852 -3.512
F -0.946 2.961 3.489
F 0.489 2.561 5.713
C -2.515 -3.811 -2.135
C -0.136 0.944 2.556
N -0.817 0.983 1.357
H -3.364 0.733 0.099
C -0.767 2.085 -1.607
C 4.489 0.747 -1.609
H 5.350 0.592 -2.242
H 3.382 -0.778 -2.556
C 4.517 1.746 -0.637
H -3.472 -4.313 -2.148
C 1.359 0.548 4.898
C -1.472 -4.227 -2.948
H -3.114 -2.395 -0.627
C -0.199 1.877 3.603
H -3.226 2.370 -0.545
H -1.746 0.078 -3.044
I -2.558 -1.801 2.316
H -2.587 1.987 1.976
C 1.066 -1.688 -1.889
C 2.271 1.180 -0.007
C -1.906 1.966 1.125
I -2.865 -3.686 4.174
C -0.257 -3.554 -2.893


52
Properties=species:S:1:pos:R:3 method="wB97M-V/def2-TZVPD" gap_ev="6.7887 / 6.9578" s2=0.783 energy_ev=-82733.109 e_homo_ev="-10.709 / -10.647" largest_force_ha_per_bohr=0.023 charge=+1 multiplicity=2
C -4.737 1.003 -2.408
H 1.728 -0.101 -6.060
H -3.644 -4.065 -0.339
C -3.369 -4.214 0.702
C 2.156 0.598 1.374
C 1.966 1.489 -0.944
O -1.965 -3.900 0.885
C 1.937 0.977 -2.352
H -1.866 1.207 4.771
H 1.168 2.213 -0.780
C 0.240 1.546 4.474
H -2.175 0.264 2.502
N -0.204 0.474 1.955
C 0.870 0.192 -2.793
C 1.279 1.402 3.569
H -3.466 -5.256 0.982
Cl -0.766 3.108 -2.533
C -4.302 1.626 -3.567
I 4.367 1.518 -5.899
C -1.546 -2.709 0.619
H -1.222 2.423 0.055
C -2.274 2.235 -2.448
O -0.138 -0.214 -1.960
C -1.023 1.128 4.101
H 2.284 1.711 3.823
S -2.493 -1.411 0.077
Re -0.404 -0.163 -0.101
H -5.711 0.532 -2.374
C -1.205 0.606 2.835
H 2.674 -0.300 1.722
C 0.802 -0.181 -4.133
I -0.824 -1.293 -4.799
H 2.874 1.419 1.406
C -3.069 2.258 -3.581
H -2.721 2.778 -4.463
C 1.027 0.855 2.326
N 1.726 0.361 -0.018
H -3.971 -3.579 1.349
H 3.761 1.948 -2.901
C -1.811 1.513 -0.044
S 0.117 -2.359 0.792
H -4.294 0.529 -0.378
C 2.865 0.955 -4.575
H 2.261 -0.418 -0.396
H 0.417 1.975 5.450
C 1.794 0.197 -5.024
C -3.927 0.993 -1.286
C 2.934 1.342 -3.246
C -2.659 1.583 -1.274
H 2.923 1.979 -0.735
H -2.447 1.465 0.839
H -4.923 1.642 -4.452


56
Properties=species:S:1:pos:R:3 method="wB97M-V/def2-TZVPD" gap_ev="3.5617 / 3.7253" s2=0.793 energy_ev=-98685.066 e_homo_ev="0.655 / 0.487" largest_force_ha_per_bohr=0.017 charge=-2 multiplicity=2
H 2.447 3.294 -0.373
C 4.101 -2.194 -0.864
C 3.793 -0.895 -0.649
C -1.399 2.793 2.207
C 1.609 3.742 0.154
S -0.372 -2.865 0.679
C 1.674 0.816 2.314
H 5.012 -2.607 -1.263
C -0.806 -4.641 -3.503
Ti 0.932 0.764 0.526
H 0.257 -5.456 -0.383
H -1.619 -0.128 0.689
N 0.617 -1.650 0.518
Cl 0.397 1.158 -2.589
O 1.705 1.535 -2.101
S 2.778 -3.200 -0.376
C 0.638 2.888 0.727
N -1.260 0.823 0.745
N 2.564 -0.654 -0.112
O -1.658 -2.310 1.043
C -0.398 3.558 1.415
H -3.917 0.807 4.450
H -1.618 -2.725 -4.041
C -3.232 1.370 3.828
H -1.319 5.445 1.940
C -2.864 2.665 4.160
H 1.515 1.550 3.122
C 0.486 5.748 0.855
C -1.112 -2.811 -1.966
C 1.881 -1.764 0.074
H 0.404 6.830 0.884
H -1.402 -1.788 -1.777
H 0.037 -6.428 -2.667
O -0.026 -0.012 -1.820
O 0.161 -3.939 1.489
H -1.466 1.318 -0.122
C 1.556 5.122 0.212
H 2.336 5.720 -0.253
H -2.944 -0.226 2.414
C -0.575 -3.578 -0.941
H -0.236 -5.875 -5.004
C -1.796 1.487 1.887
C -0.478 4.957 1.452
H -0.932 -4.465 -5.514
O -0.553 2.218 -2.373
C -1.227 -3.339 -3.238
C -0.288 -5.411 -2.468
O 0.463 0.828 -3.988
H -1.641 4.338 3.665
H 2.349 0.019 2.686
H 4.440 -0.056 -0.857
N -0.939 -5.180 -4.801
C -2.695 0.794 2.687
C -0.166 -4.877 -1.193
C -1.962 3.349 3.357
H -3.253 3.138 5.056